# 1
This record from OMol25 describes 13 unconnected molecules or ions with the total composition C21H68N10O13. The level of theory is the ωB97M-V functional and the def2-TZVPD basis.

Each line ends with the Löwdin charge.
Positions of all 112 atoms, in Å:
C  19.9420  -2.3130  -12.5150  -0.6022
H  12.9840  -4.8100  -18.8100  0.0793
H  16.9020  -2.1500  -15.2840  0.0594
H  20.7100  -1.3370  -13.7900  0.1181
O  15.6700  -6.7430  -16.5790  -0.0673
H  19.6840  -5.6660  -14.2640  0.1292
H  13.0540  0.0320  -12.3840  0.0868
H  13.6910  -4.8120  -14.7670  0.0428
H  18.2880  -3.9100  -15.5100  0.0328
C  13.8930  -3.5860  -12.5130  -0.6000
N  15.6970  -1.2270  -18.9280  0.1838
O  16.0490  -0.1140  -20.9860  -0.0800
C  11.1800  -1.4940  -16.5950  -0.1230
H  11.4770  -1.4970  -19.8230  0.0539
C  15.1620  -5.8920  -15.6390  -0.6196
N  13.9480  -2.6550  -15.9800  0.1709
N  13.2050  -3.7230  -13.6440  0.0928
C  19.9630  -6.5090  -17.0590  -0.0102
H  13.9130  -3.6860  -15.9900  0.0852
H  13.3290  -0.3980  -18.8850  0.0991
N  13.9670  -0.2140  -19.7060  0.1189
H  19.7910  -1.3770  -10.7020  0.0892
N  15.0960  -3.2180  -12.7810  0.1569
H  13.2580  -2.1550  -16.5440  0.0803
N  17.9510  -0.1690  -17.1870  0.1704
N  18.1490  -1.1680  -15.2690  0.1181
H  18.0580  -3.8470  -19.1010  0.0671
H  16.5600  2.1370  -13.5400  0.0817
O  17.4800  -4.6210  -19.1550  -0.1294
C  14.0880  2.2250  -17.1520  -0.0248
C  16.1280  3.6230  -17.4160  -0.0372
H  10.2530  -2.5450  -20.7140  0.0659
C  19.0720  -5.7750  -16.0110  -0.6151
H  15.5530  -3.0230  -11.9070  0.1224
C  12.2110  -4.0300  -18.9360  -0.0378
H  16.9300  -0.1920  -16.9170  0.0668
H  15.5280  -2.8400  -13.6480  0.0731
H  18.8150  -1.6750  -14.5700  0.1169
H  16.6000  0.3340  -12.6400  0.1106
H  19.8540  -5.9310  -18.0080  0.0827
C  19.9170  -1.0710  -11.7130  -0.0157
H  11.8650  -4.2380  -21.0070  0.1534
C  15.0350  -2.0070  -15.8530  -0.5636
H  18.0070  -5.9410  -16.2930  0.1096
H  18.2570  0.4040  -17.9630  0.1299
H  16.0330  -3.6060  -18.0760  0.0591
H  16.0150  -3.7500  -15.3840  0.0589
C  16.1590  1.3430  -14.0650  -0.1809
O  20.0730  -1.0630  -16.6920  -0.1277
H  11.2700  -4.6340  -18.7650  0.1172
H  10.9970  -2.4740  -17.0080  0.0690
H  15.3120  -1.4470  -18.0380  0.0579
H  12.4960  -3.2420  -18.2020  0.0535
H  15.0760  1.4090  -14.1410  0.0762
O  12.1620  -0.8060  -17.3440  -0.1390
H  15.8380  -3.9670  -19.8640  0.0449
H  15.4390  4.4270  -17.3240  0.0728
H  20.6940  -2.9510  -12.1430  0.1347
H  19.6400  -7.5300  -17.1190  0.0727
N  14.0010  -5.3960  -15.5580  0.1376
H  15.6360  -4.9590  -13.8240  0.1316
H  20.0660  -3.7580  -15.8200  0.0697
H  16.1890  1.5230  -17.6950  0.1135
O  16.5410  0.1710  -13.5790  -0.1170
H  16.7990  4.0140  -18.1110  0.0626
H  11.9280  0.0670  -17.3600  0.0391
H  14.7850  1.4070  -19.3290  0.0323
C  15.4730  2.3640  -17.8590  -0.5507
H  15.4480  -5.2370  -18.8180  0.0867
H  11.3410  -1.5310  -15.5090  0.0742
H  11.3760  -1.8800  -21.6160  0.1022
N  15.9760  -5.3540  -14.7470  0.1496
H  19.1640  -0.4500  -12.0990  0.0662
H  19.0040  -3.8150  -17.0680  0.0618
C  18.7330  -0.8260  -16.3460  -0.5879
O  12.7000  0.3820  -14.4210  -0.1421
H  17.7590  -2.1970  -12.7930  0.0406
H  18.4820  -3.8120  -13.2930  0.0665
H  16.4140  1.3690  -15.1290  0.0790
H  14.1500  -0.8330  -13.4460  0.0559
H  18.2300  -3.4780  -11.6450  0.0985
C  18.4940  -2.9520  -12.5990  -0.0176
H  21.0090  -6.3860  -16.8720  0.0641
O  13.2430  -3.0040  -20.7810  0.0021
C  15.2760  -0.5090  -19.9090  -0.6028
O  13.3620  -3.7710  -11.2380  -0.1007
O  20.2410  -2.1500  -13.7170  -0.0028
H  17.6110  -0.4680  -14.7590  0.0782
H  16.7070  3.6130  -16.4740  0.0912
N  16.0240  -2.7310  -15.3530  0.1648
H  12.1780  -3.8980  -13.5220  0.1677
H  16.6360  -1.4800  -19.0930  0.1037
H  13.4340  0.2810  -20.5030  0.1809
C  13.1130  -0.4770  -13.3150  -0.1066
H  16.9370  -5.6000  -14.7810  0.0797
H  13.2500  -5.8180  -16.1940  0.1856
H  13.4710  2.9310  -17.6930  0.0925
C  19.1500  -4.2170  -16.0830  -0.0208
C  12.1940  -3.4770  -20.2880  -0.6463
H  13.4190  -3.1650  -14.4950  0.0465
H  13.7740  -2.4390  -20.1900  0.0856
O  15.1580  2.2760  -19.1250  -0.0188
H  12.5850  -1.3900  -13.4650  0.0415
H  20.9090  -0.6380  -11.7460  0.0998
C  16.0730  -4.3160  -18.9190  -0.1224
O  15.1600  -0.7050  -16.3160  -0.1111
H  10.2330  -0.8990  -16.6590  0.1193
H  13.5440  1.3840  -17.2790  -0.0105
O  19.2070  -6.2670  -14.8710  0.0206
H  14.0820  2.4410  -16.0630  0.0872
C  11.2930  -2.2690  -20.5700  -0.0472
H  13.2710  0.0840  -15.1690  0.0351

Atoms 1-2, force components in eV/Å:
C -4.1567 -2.4786 6.2264
H 0.0540 0.3199 -0.4269

Summary:
gap between HOMO and LUMO = 8.99 eV
electronic energy = -2366.261209 a.u.
HOMO energy = -9.22 eV

***

# 2
This record from OMol25 describes a single C3H2Cl2N2 molecule. The level of theory is the ωB97M-V functional and the def2-TZVPD basis.

Each line ends with the natural charge from an NBO analysis.
Positions of all 9 atoms, in Å:
H  0.8949  -0.3744  1.3812  0.2304
C  0.1902  0.9628  -0.2129  0.1415
H  -1.3611  -1.4741  -0.8821  0.4122
N  -0.7266  -0.8526  -0.4217  -0.4936
C  -1.0954  0.4202  -0.1080  -0.0172
N  0.6572  -0.3416  -0.7082  -0.2038
C  1.2213  0.2422  0.5441  -0.1585
Cl  2.9079  0.6066  0.1502  0.0227
Cl  -2.6883  0.8110  0.2574  0.0664

Atoms 1-2, force components in eV/Å:
H 0.8791 0.4703 0.5213
C 2.6635 1.3278 -0.5694

Summary:
gap between HOMO and LUMO (spin up / spin down) = 7.29 / 8.45 eV
electronic energy = -1145.127811 a.u.
multiplicity = 3
⟨S²⟩ = 2.006
HOMO energy (spin up / spin down) = -6.47 / -10.44 eV

***

# 3
This record from OMol25 describes a molecular structure, C23H37AlBr3CaCl4F8N4O15S4Si. The level of theory is the ωB97M-V functional and the def2-TZVPD basis.

Each line ends with the Löwdin charge.
Positions of all 101 atoms, in Å:
H  5.2311  -0.6953  0.7024  0.0680
S  0.7246  -1.3099  -4.6999  0.5238
O  -2.1702  -1.5597  -3.3000  -0.2468
N  3.0567  -4.4089  -3.8815  -0.3993
F  -4.6009  -2.1544  2.0175  0.1007
H  -1.3468  1.3246  -0.6924  0.1136
C  4.4529  1.0481  -3.2862  -0.1270
H  0.1082  4.2180  1.6285  0.0271
C  -5.7863  -1.5470  2.2624  -0.6462
C  1.7525  3.0855  2.7310  -0.2010
C  3.9784  0.9121  1.7882  -0.2648
H  3.4901  -0.0054  3.7578  0.1033
H  -1.4143  1.2310  -5.6076  0.1148
C  -1.0808  1.5116  0.4199  -0.1502
O  0.9616  -3.4959  2.0059  -0.1459
H  -1.5478  -0.7060  0.4210  0.0970
H  1.7534  1.7436  4.5632  0.1199
Si  -0.7476  -1.5684  3.4337  0.8121
H  3.8300  -0.1551  -1.5886  0.0125
H  4.2015  1.6677  3.9530  0.1226
N  -7.4478  -0.4560  3.9130  -0.2357
H  4.7774  -5.0580  -2.8853  0.1191
Cl  2.3091  -0.8513  -0.4970  0.4871
C  -9.5745  0.7210  4.7924  -0.6482
O  4.9583  2.3722  -3.2281  0.0768
H  5.2890  0.3555  -3.4258  0.1350
O  -0.4170  -1.2311  -1.6216  -0.3203
O  5.6627  3.6649  -1.5083  0.1829
O  -8.3119  -0.9879  6.2846  -0.2498
F  -5.8346  -0.4664  1.4539  0.1165
O  1.2984  -0.1575  -4.0594  -0.2347
F  -10.3628  -0.2201  4.2271  0.1171
O  -5.9315  -2.3808  4.7173  -0.2569
H  0.5060  -1.0739  4.0225  -0.0204
O  -1.1796  -3.2420  1.1816  -0.3245
S  -0.8918  -1.9628  -2.7675  0.5122
H  -2.6359  4.3613  -8.1236  0.0955
H  0.0620  4.1118  -8.2815  0.0913
C  -0.2461  2.4846  -6.8510  -0.1579
C  -0.9862  0.0250  1.0896  -0.2457
C  2.3152  -8.1495  1.9387  -1.5499
H  1.2943  -7.8221  2.1265  -0.0032
H  3.2409  1.2643  0.9939  0.0476
H  0.7214  2.0611  -6.6246  0.0935
F  -9.4407  1.6991  3.8688  0.1157
H  -1.4814  0.8622  3.2044  0.0972
C  3.4608  1.0602  3.3017  -0.2061
H  1.2052  1.4821  0.5305  0.0537
N  -1.3824  1.9903  -6.2673  -0.0009
Cl  3.2339  -7.9955  3.4405  0.5468
S  -7.9671  0.0477  5.3291  0.6038
S  -6.0031  -1.1094  4.0218  0.5944
F  -1.2752  -3.3615  -2.0937  -0.2057
C  -2.0188  3.6472  -7.5987  -0.1060
H  5.0830  -0.9808  2.5050  0.0820
C  3.7863  0.8818  -1.9532  -0.2439
N  0.1904  -2.4710  -3.8027  -0.2823
H  -2.7318  -0.3198  2.5415  0.0785
O  2.7710  -4.5321  -5.0794  -0.0637
F  -10.2782  1.2495  5.8103  0.1336
F  -6.7439  -2.3882  1.8201  0.1220
H  2.7441  1.2110  -1.9639  0.1077
C  0.3531  2.2637  0.5769  -0.1908
Br  1.9162  6.9487  3.1731  0.5782
O  2.7480  -3.4791  -3.1764  0.1193
C  0.3349  3.1241  1.9371  -0.2028
H  0.7684  8.6548  1.7747  -0.0268
Ca  2.3258  -3.1274  -7.5314  1.7970
H  1.6235  3.8467  3.5952  0.0839
C  3.8500  -5.4977  -3.2514  0.0792
F  -0.5779  -0.7160  -5.3850  -0.1639
H  2.6047  3.4505  2.0657  0.1156
H  3.2559  -5.9062  -2.4342  0.1021
Al  -1.0883  -5.4027  0.6643  0.9414
Cl  3.0084  -7.1168  0.6769  0.4769
H  -1.9191  2.1395  0.9008  0.1243
C  4.4828  -0.6133  1.5851  -0.1936
H  0.1358  -0.2026  1.1883  0.0651
Br  -0.5559  8.8798  3.8671  0.5723
Cl  2.2700  -9.8357  1.4062  0.5279
O  1.4680  -1.7778  -5.8745  -0.5184
C  -1.6159  -0.0726  2.5562  -0.2459
H  -1.6941  -2.0862  4.4217  -0.0154
H  0.4766  2.9793  -0.3218  0.1192
C  -2.4678  2.6898  -6.7215  -0.1275
H  -3.4633  2.4479  -6.3813  0.1115
C  5.1043  2.6880  -1.9099  -0.5261
H  3.6012  -1.3394  1.3756  -0.0061
O  -4.9062  -0.1984  4.3023  -0.2738
O  4.5311  1.7447  -1.1105  0.0500
H  1.1638  0.9481  3.0163  0.0709
H  3.7554  0.9342  -4.1180  0.1191
H  4.9228  1.5694  1.6754  0.1144
H  4.0543  -6.2620  -3.9992  0.1035
O  -7.2720  1.1896  5.8947  -0.2526
Br  -0.8034  6.7508  1.4745  0.5947
C  0.3854  7.9134  2.4742  -1.6019
C  1.9832  1.6544  3.4313  -0.2103
H  -0.5406  2.7855  2.6065  0.1062
C  -0.6106  3.5168  -7.6812  -0.1137
C  -0.2912  -2.8891  2.0712  -0.5915

Atoms 1-2, force components in eV/Å:
H -1.3067 0.1439 1.1760
S -0.8834 2.3093 1.7046

Summary:
gap between HOMO and LUMO = 1.59 eV
total charge = +1
electronic energy = -15409.418959 a.u.
HOMO energy = -9.95 eV

***

# 4
This record from OMol25 describes a single C8H14O5 molecule. The level of theory is the ωB97M-V functional and the def2-TZVPD basis.

Each line ends with the natural charge from an NBO analysis.
Positions of all 27 atoms, in Å:
C  0.1475  0.5579  1.9158  0.0338
C  0.5675  0.2133  -1.7771  -0.0913
O  1.0010  1.8269  0.0208  -0.5384
O  -0.5682  -0.6303  -1.6762  -0.5475
H  0.5343  -2.9560  -3.3716  0.2044
H  0.7444  2.6461  1.8537  0.1903
H  0.3732  -0.2133  1.1747  0.2041
C  -1.0239  0.2914  3.8496  0.9668
H  -0.8135  1.6351  -0.9911  0.1921
H  -0.0870  -3.0359  -1.7113  0.2226
O  -1.1491  0.4022  2.4993  -0.4903
O  0.2052  0.7539  4.2194  -0.4999
H  0.5260  2.3811  -1.8844  0.1850
H  -1.9951  -1.4151  -2.8669  0.1838
H  -0.5280  -0.8931  -3.7262  0.1634
H  0.8927  0.3068  -2.8192  0.1716
H  1.2137  -0.7339  3.2525  0.1829
C  0.2652  1.5902  -1.1717  -0.0945
C  0.2453  1.9154  1.2060  -0.0821
H  -0.7726  2.2790  1.0276  0.1905
H  2.0054  0.8622  3.1352  0.2125
H  -1.1031  -3.5520  -3.0802  0.2137
C  -0.3551  -2.8296  -2.7490  -0.6460
C  1.0499  0.3426  3.1322  -0.0993
C  -0.9013  -1.3937  -2.8263  -0.0571
O  -1.8727  -0.1185  4.5777  -0.5521
H  1.3983  -0.2324  -1.2134  0.1809

Atoms 1-2, force components in eV/Å:
C 0.5862 0.4107 -0.1950
C 0.1364 -0.1751 0.1938

Summary:
gap between HOMO and LUMO = 10.60 eV
electronic energy = -689.386756 a.u.
HOMO energy = -9.81 eV
structure (SMILES) = CCOCCOC[C@H]1COC(=O)O1